Density functional theory data (ωB97M-V/def2-TZVPD) for a molecular structure, ClO5S2.

Computed properties:
E_HOMO, eV: -5.18
M, g/mol: 179.6
Total charge: -1

The geometry in XYZ format:
```
8
Properties=species:S:1:pos:R:3:lowdin_charge:R:1
Cl 1.90771 -1.01898 0.22219 0.0475
S 0.53024 0.82630 0.05221 0.2011
S -0.83130 -0.83193 -0.08389 0.5753
O -1.36994 -1.45621 1.09068 -0.3478
O 0.89413 1.16815 -1.27870 -0.3442
O -1.00535 1.02790 0.21286 -0.4225
O 1.18249 1.41920 1.18421 -0.3699
O -1.30798 -1.13444 -1.39957 -0.3394
```

=====

Density functional theory data (ωB97M-V/def2-TZVPD) for a molecular structure, ClTi2.

Computed properties:
Spin multiplicity: 8
E_HOMO (spin up / spin down), eV: -15.21 / -22.79
M, g/mol: 131.2
Total charge: +2
⟨S²⟩: 15.753

The geometry in XYZ format:
```
3
Properties=species:S:1:pos:R:3:lowdin_spin:R:1
Ti 0.70426 -0.72081 1.53243 2.9058
Ti -1.28901 1.23103 -0.24649 2.8928
Cl 0.58474 -0.51022 -1.28593 1.2014
```

=====

Density functional theory data (ωB97M-V/def2-TZVPD) for a molecular structure, CoFHMgNO3S2.

Computed properties:
Spin multiplicity: 6
E_HOMO (spin up / spin down), eV: -11.79 / -13.72
M, g/mol: 229.4
Total charge: +1
⟨S²⟩: 8.758

The geometry in XYZ format:
```
10
Properties=species:S:1:pos:R:3:lowdin_spin:R:1
Co 1.05575 2.17768 0.65403 3.5801
S 1.59509 -0.76482 0.45238 0.0748
S 0.18850 0.99995 -1.28662 0.9419
Mg -0.66661 -2.21587 0.08818 0.0119
F 3.02123 -1.08295 -0.24726 0.0188
O -2.37304 -2.65836 0.67122 0.0008
O 1.25130 -2.04794 1.16670 0.0232
O 1.93162 0.42978 1.25448 0.1622
N 0.47775 -0.59500 -0.60166 0.1861
H -2.70029 -2.53675 1.56264 0.0000
```

=====

- Which value of M does entry 1 give?
  179.6 g/mol

=====

Please write out number 1 again, unchanged.
Density functional theory data (ωB97M-V/def2-TZVPD) for a molecular structure, ClO5S2.

Computed properties:
E_HOMO, eV: -5.18
M, g/mol: 179.6
Total charge: -1

The geometry in XYZ format:
```
8
Properties=species:S:1:pos:R:3:lowdin_charge:R:1
Cl 1.90771 -1.01898 0.22219 0.0475
S 0.53024 0.82630 0.05221 0.2011
S -0.83130 -0.83193 -0.08389 0.5753
O -1.36994 -1.45621 1.09068 -0.3478
O 0.89413 1.16815 -1.27870 -0.3442
O -1.00535 1.02790 0.21286 -0.4225
O 1.18249 1.41920 1.18421 -0.3699
O -1.30798 -1.13444 -1.39957 -0.3394
```

=====

- Among the records above, which one has the lowest M?
  ClTi2

=====

- What is the total charge in the second record?
  +2